Record 1
ORCA calculation (ωB97M-V/def2-TZVPD) on 8 unconnected molecules or ions with the total composition C38H96ClN6O17 in a non-equilibrium geometry.

Structure (ORCA input):
```
! RIJCOSX wB97M-V def2-TZVPD def2/J DEFGRID3
* xyz -1 1
Cl -5.283 38.284 19.694
O -4.262 39.141 20.251
O -4.642 37.491 18.729
O -5.883 37.380 20.642
O -6.311 39.035 19.005
C -0.111 39.497 20.198
C -0.903 38.361 19.544
O -1.546 37.651 20.616
H -0.592 40.473 20.264
H 0.694 39.811 19.533
H 0.340 39.274 21.165
H -0.187 37.691 19.068
H -1.608 38.724 18.796
H -2.459 37.856 20.401
C -2.882 34.538 19.512
O -1.997 34.231 20.661
C -0.899 33.371 20.323
C 0.354 34.243 19.977
N 0.785 35.088 21.156
C 1.836 36.031 20.930
C 2.376 36.552 22.272
O 1.339 37.134 22.968
C 1.647 37.588 24.239
H -3.679 35.147 19.940
H -3.357 33.648 19.101
H -2.350 35.079 18.729
H -1.195 32.666 19.547
H -0.566 32.933 21.264
H 0.258 34.869 19.090
H 1.126 33.520 19.713
H 1.137 34.357 21.756
H 1.471 36.931 20.434
H 2.624 35.564 20.340
H 3.148 37.309 22.133
H 2.838 35.738 22.830
H 1.651 38.654 24.468
H 2.593 37.336 24.718
H 0.851 37.209 24.879
C -16.441 38.915 18.865
O -15.148 38.779 18.375
C -14.005 38.706 19.232
C -13.833 37.301 19.794
N -12.521 36.684 19.640
C -12.458 35.838 18.495
C -10.980 35.835 18.000
O -10.409 37.118 18.029
C -9.090 37.269 17.520
H -16.923 37.951 19.028
H -17.164 39.208 18.104
H -16.502 39.534 19.760
H -13.993 39.451 20.028
H -13.115 38.837 18.616
H -14.581 36.771 19.203
H -14.039 37.183 20.858
H -11.857 37.428 19.482
H -13.103 36.128 17.665
H -12.777 34.799 18.578
H -10.705 35.232 17.135
H -10.473 35.295 18.799
H -8.882 38.284 17.860
H -9.088 37.284 16.430
H -8.336 36.589 17.916
C -1.571 39.659 23.574
O -2.145 38.341 23.779
C -3.584 38.493 23.791
C -4.234 37.078 23.833
N -4.002 36.260 22.697
C -4.676 34.993 22.764
C -4.002 33.989 23.721
O -2.680 33.805 23.288
C -2.241 32.493 23.581
H -1.957 40.372 24.302
H -1.703 39.974 22.539
H -0.494 39.698 23.738
H -3.935 38.821 22.813
H -4.045 39.136 24.541
H -5.303 37.196 24.009
H -3.808 36.689 24.759
H -4.397 36.757 21.911
H -4.704 34.590 21.751
H -5.719 35.170 23.026
H -4.537 33.045 23.623
H -4.106 34.293 24.763
H -2.886 31.879 22.952
H -2.256 32.409 24.668
H -1.230 32.256 23.250
C -4.705 41.820 17.115
O -4.837 42.682 15.954
C -4.705 42.173 14.639
C -3.318 41.599 14.358
N -3.164 41.157 12.956
C -2.377 40.022 12.842
C -2.137 39.647 11.436
O -1.085 40.501 11.018
C -0.707 40.180 9.658
H -5.524 41.102 17.082
H -4.938 42.409 18.002
H -3.694 41.444 17.271
H -4.719 43.057 14.003
H -5.437 41.410 14.374
H -3.123 40.773 15.044
H -2.554 42.353 14.547
H -2.799 41.871 12.343
H -2.949 39.273 13.388
H -1.451 40.258 13.366
H -3.039 39.750 10.832
H -1.829 38.603 11.376
H -1.388 40.617 8.928
H -0.370 39.180 9.384
H 0.218 40.703 9.417
C -7.105 39.237 25.566
O -6.605 40.026 24.485
C -7.447 40.003 23.324
C -6.507 40.606 22.266
N -6.365 42.084 22.530
C -5.720 42.785 21.418
C -5.645 44.293 21.754
O -4.439 44.484 22.586
C -3.182 44.449 21.882
H -6.826 38.184 25.541
H -8.174 39.448 25.583
H -6.697 39.506 26.540
H -8.398 40.537 23.318
H -7.536 38.936 23.122
H -6.912 40.651 21.256
H -5.517 40.154 22.200
H -5.761 42.260 23.320
H -6.212 42.512 20.484
H -4.748 42.294 21.465
H -6.485 44.635 22.359
H -5.521 44.842 20.821
H -2.436 44.818 22.585
H -3.230 45.164 21.059
H -3.063 43.476 21.405
C -11.160 32.412 17.245
O -9.962 31.654 17.246
C -9.766 30.844 18.438
C -8.980 31.680 19.420
N -7.624 31.898 19.035
C -6.799 32.705 19.984
C -7.423 34.030 20.222
O -8.314 33.981 21.372
C -8.797 35.313 21.597
H -11.959 31.678 17.139
H -11.351 33.156 16.473
H -11.308 32.922 18.197
H -9.211 29.949 18.158
H -10.762 30.598 18.807
H -8.953 31.165 20.380
H -9.563 32.599 19.481
H -7.490 32.279 18.109
H -5.865 33.052 19.542
H -6.485 32.169 20.879
H -7.884 34.371 19.295
H -6.590 34.706 20.416
H -8.891 35.582 22.649
H -9.727 35.573 21.092
H -8.133 36.165 21.447
*
```

The value obtained for the relative energy (zero: lowest compared OMol25 entry of this formula, charge and spin) is 452.6 kJ/mol. For the calculated total energy, the calculation gives -97214.4233 eV. The value obtained for the gap between HOMO and LUMO is 7.78 eV.

***

Record 2
ORCA calculation (ωB97M-V/def2-TZVPD) on a molecular structure, C38H99F6FeN10O13S2 in a non-equilibrium geometry.

Structure (ORCA input):
```
! RIJCOSX wB97M-V def2-TZVPD def2/J DEFGRID3
* xyz 1 9
Fe 2.194 -0.540 3.580
C 2.425 -1.055 -1.859
F 3.396 -0.347 -1.309
F 1.555 -0.291 -2.471
F 3.024 -1.840 -2.763
S 1.602 -2.060 -0.324
O 0.744 -3.112 -0.908
O 2.612 -2.680 0.436
N 0.884 -0.771 0.639
S -0.628 -0.824 0.016
O -0.787 -1.112 -1.410
O -1.520 -1.531 0.947
C -1.120 1.085 0.028
F -2.234 1.456 -0.576
F -1.160 1.501 1.254
F -0.061 1.730 -0.477
C 2.325 9.698 -3.480
C 0.884 9.511 -3.554
C 0.462 8.107 -3.238
O -1.007 8.047 -3.156
C -1.521 6.747 -3.417
N 0.133 10.454 -2.708
H 2.789 9.554 -2.504
H 2.558 10.710 -3.810
H 2.899 8.983 -4.071
H 0.740 9.778 -4.601
H 1.031 7.734 -2.387
H 0.839 7.516 -4.073
H -2.605 6.691 -3.517
H -1.136 6.027 -2.695
H -1.256 6.515 -4.448
H 0.611 10.583 -1.828
H -0.795 10.100 -2.524
C -3.065 6.997 3.157
C -4.031 8.194 3.274
C -3.973 8.773 4.770
O -4.483 7.789 5.756
C -4.106 8.085 7.005
N -3.752 9.292 2.381
H -1.989 7.125 3.276
H -2.956 6.558 2.165
H -3.292 6.156 3.812
H -5.042 7.882 3.013
H -4.481 9.732 4.872
H -2.917 9.037 4.830
H -3.054 7.962 7.264
H -4.678 7.396 7.625
H -4.273 9.116 7.318
H -3.916 8.866 1.480
H -4.499 9.972 2.396
C -6.724 0.268 4.238
C -6.468 1.790 4.452
C -7.458 2.881 3.927
O -7.541 2.908 2.503
C -8.476 2.021 1.953
N -6.164 2.219 5.823
H -6.468 -0.108 3.247
H -7.758 0.048 4.501
H -6.079 -0.338 4.876
H -5.496 1.987 3.999
H -7.136 3.886 4.200
H -8.416 2.598 4.363
H -8.294 1.927 0.882
H -9.362 2.646 2.064
H -8.614 1.089 2.502
H -7.033 2.076 6.317
H -5.948 3.201 5.910
C -1.552 -4.095 -8.377
C -0.724 -5.349 -8.649
C 0.698 -5.153 -8.154
O 1.455 -4.310 -9.139
C 2.736 -3.733 -8.803
N -1.367 -6.513 -8.118
H -0.940 -3.252 -8.698
H -1.470 -3.845 -7.319
H -2.544 -4.035 -8.823
H -0.535 -5.473 -9.715
H 1.244 -6.096 -8.109
H 0.847 -4.776 -7.142
H 2.954 -3.761 -7.735
H 2.872 -2.707 -9.142
H 3.357 -4.460 -9.327
H -2.298 -6.646 -8.486
H -1.578 -6.402 -7.137
C -4.308 -5.402 -2.967
C -3.379 -6.607 -2.945
C -2.882 -7.195 -1.569
O -2.060 -8.377 -1.766
C -0.706 -8.288 -2.166
N -3.869 -7.648 -3.764
H -5.267 -5.625 -2.498
H -4.480 -4.950 -3.944
H -3.866 -4.589 -2.393
H -2.504 -6.249 -3.486
H -3.746 -7.408 -0.939
H -2.344 -6.460 -0.971
H -0.437 -7.792 -3.099
H -0.428 -9.333 -2.303
H -0.119 -7.737 -1.430
H -4.811 -7.918 -3.518
H -3.146 -8.332 -3.592
C 4.162 3.608 -7.221
C 2.893 3.784 -6.424
C 1.758 2.773 -6.861
O 0.715 2.825 -5.871
C -0.179 1.827 -5.895
N 3.175 3.628 -4.996
H 4.937 4.328 -6.960
H 4.086 3.682 -8.306
H 4.584 2.603 -7.189
H 2.382 4.741 -6.533
H 2.219 1.788 -6.923
H 1.383 2.999 -7.859
H -0.826 1.970 -6.760
H -0.934 1.874 -5.110
H 0.300 0.849 -5.953
H 2.267 3.564 -4.556
H 3.612 2.726 -4.873
C 11.251 -8.259 2.508
C 10.535 -8.746 1.155
C 10.001 -7.495 0.484
O 8.946 -6.760 1.119
C 8.535 -5.579 0.411
N 11.560 -9.481 0.513
H 11.832 -7.342 2.412
H 11.976 -8.915 2.989
H 10.430 -8.019 3.184
H 9.701 -9.393 1.425
H 9.704 -7.768 -0.528
H 10.891 -6.879 0.355
H 7.683 -5.097 0.890
H 8.212 -5.822 -0.601
H 9.329 -4.833 0.390
H 12.467 -9.112 0.760
H 11.417 -9.599 -0.480
C -0.624 2.516 7.035
C 0.135 2.067 5.778
C 0.848 3.274 5.144
O 1.647 2.675 4.094
C 2.016 3.669 3.139
N 1.099 0.910 5.969
H 0.118 2.841 7.764
H -1.075 1.631 7.483
H -1.422 3.189 6.722
H -0.556 1.791 4.981
H 1.553 3.753 5.823
H 0.123 4.011 4.800
H 2.631 3.233 2.352
H 2.633 4.478 3.531
H 1.151 4.279 2.879
H 1.713 1.248 6.695
H 0.468 0.340 6.514
C -0.002 -5.703 4.949
C -0.193 -4.256 5.302
C -0.557 -4.072 6.787
O -1.398 -2.930 7.070
C -1.975 -2.986 8.396
N 1.134 -3.683 4.981
H 0.043 -5.968 3.893
H -0.837 -6.263 5.370
H 0.841 -6.181 5.449
H -0.999 -3.905 4.658
H 0.299 -4.057 7.462
H -1.133 -4.936 7.119
H -2.390 -2.019 8.679
H -1.462 -3.422 9.254
H -2.813 -3.682 8.418
H 1.531 -4.318 4.303
H 1.708 -3.871 5.790
*
```

Its expectation value of S² is 20.02. The value obtained for the relative energy (zero: lowest compared OMol25 entry of this formula, charge and spin) is 694.2 kJ/mol. For the calculated total energy, the calculation gives -154861.1895 eV. The value obtained for the gap between HOMO and LUMO (spin up / spin down) is 4.07 / 1.38 eV.

***

- Which formula does entry 2 have?
  C38H99F6FeN10O13S2